DFT (the ωB97M-V functional and the def2-TZVPD basis) results for a molecular structure, C5H24O7 in a non-equilibrium geometry.

E ... -731.23095 a.u.
LUMO ... -1.651 eV
Relative energy (zero: lowest compared OMol25 entry of this formula, charge and spin) ... 840.03 kJ/mol

Last column: Mulliken charge in e.
Cartesian coordinates (Å):
O (-2.054, 0.533, -2.099)  -0.5387
H (-3.134, 0.453, -1.541)  0.4989
H (-1.867, 1.109, -2.892)  0.3862
H (-1.257, 0.318, -1.323)  0.3263
O (-0.238, -0.018, -0.239)  -0.3566
H (-0.428, 0.184, 0.566)  -0.0046
C (-0.414, -3.258, 1.099)  -0.7198
O (-0.998, -2.673, -0.003)  -0.5408
H (0.127, -2.608, 1.534)  0.3621
H (0.021, -4.124, 0.690)  0.2205
H (-1.224, -3.553, 1.756)  0.2474
H (-0.738, -1.715, -0.037)  0.4382
C (0.680, -1.386, -3.584)  -0.8567
O (1.086, -0.246, -2.765)  -0.4829
H (1.460, -1.873, -3.926)  0.3947
H (0.056, -0.996, -4.183)  0.3952
H (0.181, -2.265, -3.073)  0.2419
H (0.529, -0.355, -1.974)  0.3015
C (0.971, 2.546, 1.418)  -0.8459
O (1.193, 2.378, 0.030)  -0.5524
H (0.901, 1.593, 1.914)  0.2243
H (0.046, 3.139, 1.660)  0.3054
H (1.559, 3.086, 2.046)  0.4892
H (0.864, 1.579, -0.123)  0.2620
C (-2.575, 1.500, 2.168)  -0.3736
O (-2.374, 2.517, 3.048)  -0.5283
H (-1.843, 0.637, 1.830)  0.0939
H (-2.736, 2.027, 1.191)  0.1682
H (-3.556, 0.954, 2.265)  0.3396
H (-1.610, 2.227, 3.697)  0.3455
C (3.313, -0.235, 0.125)  -0.5533
O (2.087, -1.037, 0.318)  -0.5246
H (3.257, 0.243, -0.812)  0.2553
H (4.132, -0.891, 0.337)  0.2728
H (3.209, 0.772, 0.844)  0.1107
H (1.381, -0.578, 0.044)  0.1982


DFT (the ωB97M-V functional and the def2-TZVPD basis) results for 6 unconnected molecules or ions with the total composition C5H25N2O6 in a non-equilibrium geometry.

Total charge ... +1
E ... -766.12546 a.u.
LUMO ... -2.802 eV
Relative energy (zero: lowest compared OMol25 entry of this formula, charge and spin) ... 395.44 kJ/mol

Last column: Mulliken charge in e.
Cartesian coordinates (Å):
N (-1.628, -1.565, 0.927)  -0.1494
C (-0.503, -0.713, 1.477)  -0.3173
C (0.494, -0.601, 0.357)  -1.3592
N (0.897, 0.756, -0.036)  0.3638
C (-0.309, 1.458, -0.626)  -0.8252
C (2.185, 0.905, -0.910)  -0.6375
C (3.279, 1.258, 0.066)  -0.4476
O (3.089, 0.507, 1.262)  -0.5245
H (-2.533, -1.334, 1.425)  0.3686
H (-1.307, -2.560, 1.112)  0.3816
H (-1.749, -1.374, -0.182)  0.2919
H (-0.135, -1.149, 2.459)  0.3503
H (-0.807, 0.356, 1.842)  0.1793
H (1.389, -1.234, 0.617)  0.5900
H (0.234, -1.124, -0.590)  0.5658
H (0.052, 2.397, -1.131)  0.4440
H (-0.935, 0.929, -1.398)  -0.0030
H (-0.973, 1.820, 0.206)  0.2794
H (1.923, 1.574, -1.777)  0.4502
H (2.505, -0.026, -1.452)  0.2700
H (4.252, 0.782, -0.290)  0.3283
H (3.401, 2.316, 0.187)  0.2732
H (2.259, 0.478, 1.686)  0.3221
H (-2.294, 3.164, 2.433)  0.2985
H (-0.914, 2.690, 1.938)  0.3490
O (-1.781, 3.061, 1.675)  -0.6935
H (1.075, 2.260, 1.616)  0.2787
H (0.678, 3.521, 2.206)  0.3508
O (0.569, 2.551, 2.397)  -0.7264
H (-2.321, -1.321, -2.485)  0.3308
H (-3.504, -2.022, -1.745)  0.2837
O (-2.607, -1.651, -1.572)  -0.6205
H (-0.085, -4.578, 0.496)  0.3060
H (-0.654, -4.294, -0.822)  0.3062
O (-0.769, -4.067, 0.132)  -0.6269
H (-0.870, -0.200, -3.985)  0.3349
H (-0.727, -1.861, -3.951)  0.2299
O (-0.877, -1.109, -3.562)  -0.5959


DFT (the ωB97M-V functional and the def2-TZVPD basis) results for 7 unconnected molecules or ions with the total composition C5H25N2O6 in a non-equilibrium geometry.

Total charge ... +1
E ... -766.17518 a.u.
LUMO ... -2.587 eV
Relative energy (zero: lowest compared OMol25 entry of this formula, charge and spin) ... 264.91 kJ/mol

Last column: Mulliken charge in e.
Cartesian coordinates (Å):
C (-0.311, 0.323, -1.354)  -0.4961
C (-0.616, -1.123, -1.820)  -1.0674
C (0.258, -2.079, -1.048)  0.4246
C (1.538, -2.307, -1.334)  -0.9443
C (-0.888, -4.008, -0.005)  -0.9808
N (-0.393, -2.589, 0.149)  -0.1428
N (-1.249, 0.669, -0.203)  -0.1451
H (-0.522, 1.126, -2.046)  0.4139
H (0.703, 0.471, -0.982)  0.4027
H (-1.658, -1.391, -1.795)  0.3966
H (-0.347, -1.106, -2.887)  0.4145
H (2.230, -2.903, -0.732)  0.2944
H (2.019, -1.820, -2.180)  0.3029
H (-0.433, -4.740, -0.671)  0.3074
H (-1.933, -3.847, -0.255)  0.3207
H (-0.852, -4.372, 1.029)  0.3462
H (0.370, -2.645, 0.825)  0.3253
H (-1.011, 1.575, 0.189)  -0.0687
H (-2.060, 0.938, -0.769)  0.4359
H (-1.735, 0.047, 0.496)  0.4539
H (0.222, 3.268, -3.112)  0.3280
H (1.432, 3.214, -2.251)  0.2984
O (0.699, 2.642, -2.558)  -0.5943
H (3.228, 4.217, -0.520)  0.3014
H (3.378, 3.314, -1.754)  0.3117
O (2.792, 3.532, -1.028)  -0.6503
H (0.438, 4.628, 0.130)  0.3007
H (-0.618, 3.529, 0.247)  0.3591
O (-0.416, 4.432, 0.547)  -0.6148
H (-1.442, 0.042, 3.049)  0.2652
H (-1.174, -1.335, 2.349)  0.2819
O (-1.306, -0.402, 2.208)  -0.5942
H (-1.067, 2.754, 2.398)  0.3445
H (-2.529, 3.094, 2.338)  0.2761
O (-1.886, 2.486, 1.954)  -0.6126
H (2.339, -3.370, 3.346)  0.3151
H (1.384, -2.875, 4.425)  0.3140
O (1.416, -3.390, 3.624)  -0.6237